1.
Formula: C16H32IN2NdO4P2
Source: the Open Molecules 2025 dataset
Level of theory: the ωB97M-V functional and the def2-TZVPD basis

Summary:
Frontier orbital gap (spin up / spin down) ... 8.374 / 8.549 eV
<S²> ... 3.75
Spin multiplicity ... 4
Total charge ... +2
LUMO level (spin up / spin down) ... -0.24942 / -0.24295 Ha

Geometry as XYZ:
```
58
Properties=species:S:1:pos:R:3:mulliken_spin:R:1
C -1.8001 -6.8413 -1.8990 0.000
I -0.7905 -5.0119 -1.3203 0.000
H -2.8765 -6.6692 -1.8451 0.000
H -1.5263 -7.6581 -1.2280 0.000
H -1.5219 -7.1096 -2.9202 0.000
Nd -0.9632 -0.6239 -0.4599 3.036
P -0.7543 -1.9992 1.8347 -0.015
C 0.6443 -2.8720 2.5831 -0.001
C -1.0764 -0.4676 2.8303 0.006
H -1.3413 -0.7335 3.8729 0.000
H -2.4907 -3.1413 3.0237 -0.001
H -1.8752 0.1409 2.3631 -0.001
H -3.1360 -2.4292 1.4811 0.000
H 1.5435 -2.2237 2.4890 0.000
H -0.1944 0.1971 2.8123 -0.003
C -2.2958 -2.9774 1.9485 0.001
H 0.3695 -3.0753 3.6444 -0.001
H -2.1549 -3.9168 1.3811 0.000
H 0.8049 -3.7940 1.9833 0.000
P -0.3072 -0.5973 -3.0991 -0.012
C 1.2410 -1.0079 -3.9553 0.000
C -1.7521 -1.2846 -3.9895 -0.001
H -1.4373 1.5706 -2.6052 -0.002
H -0.5803 1.5623 -4.2065 0.000
H 0.3220 1.7654 -2.6491 -0.001
C -0.5223 1.2535 -3.1472 0.002
H -2.6866 -1.0271 -3.4546 0.000
H -1.7440 -0.8535 -5.0069 -0.001
H 1.1604 -0.6257 -5.0007 -0.001
H 1.3438 -2.1139 -3.9135 0.000
H -1.6599 -2.3871 -3.9897 0.000
H 2.0899 -0.5626 -3.3862 0.000
C 1.4877 -2.1321 -0.7090 -0.002
O 2.4717 -2.7666 -0.7196 0.001
C 2.0465 2.0662 3.0076 0.000
C 1.0090 3.0773 2.5409 0.000
C 0.7996 3.1062 0.9971 -0.002
C -0.0328 4.3598 0.5889 0.000
C -1.3698 4.5548 1.2803 0.000
C 2.1918 3.2853 0.3544 0.000
O 2.8713 4.2931 0.4589 0.000
N 2.6723 2.2067 -0.3358 0.000
C 2.0912 0.9973 -0.5726 -0.005
O 2.6299 0.0860 -1.2008 -0.001
N 0.8117 0.8472 -0.1010 0.022
C 0.1410 1.8322 0.4929 -0.022
O -1.1104 1.5639 0.5684 0.005
H 1.7976 1.0351 2.7138 0.000
H 2.0973 2.0918 4.1054 0.000
H 3.0540 2.3286 2.6359 0.000
H 0.0372 2.9078 3.0349 0.000
H 1.3321 4.0955 2.8347 0.000
H 0.5973 5.2570 0.7352 0.000
H -0.1917 4.2804 -0.4961 0.000
H -1.2443 4.6659 2.3672 0.000
H -1.8312 5.4792 0.8951 0.000
H -2.0309 3.7031 1.0697 0.000
H 3.6399 2.2923 -0.7182 0.000
```

=====

2.
Formula: C16H32O10S2
Source: the Open Molecules 2025 dataset
Level of theory: the ωB97M-V functional and the def2-TZVPD basis

Summary:
Frontier orbital gap ... 4.637 eV
Total charge ... -2
LUMO level ... 0.15489 Ha

Geometry as XYZ:
```
60
Properties=species:S:1:pos:R:3:lowdin_charge:R:1
C 1.1876 3.2206 0.9699 -0.087
O 2.1658 3.8796 0.1800 -0.203
C 3.5047 3.5119 0.4855 -0.239
C 4.1170 2.6399 -0.6109 -0.185
C 4.1447 1.1407 -0.2690 -0.217
C 4.9579 0.3883 -1.3121 -0.222
C 4.6884 -1.1089 -1.4597 -0.206
C 4.5235 -1.9085 -0.1524 -0.211
C 3.2462 -2.7503 -0.1069 -0.215
C 1.9801 -2.0077 0.3419 -0.192
C 1.0715 -1.5086 -0.7900 -0.176
C -0.2740 -1.0788 -0.2106 -0.223
O -1.2746 -2.1087 -0.4076 -0.348
S -2.3110 -1.9891 -1.6206 0.889
O -1.7569 -1.1226 -2.6542 -0.439
O -3.5221 -1.1078 -0.9436 -0.363
C -3.4490 -0.7513 0.4884 -0.213
C -4.5706 0.1918 0.8594 -0.148
C -5.9442 -0.1686 0.2626 -0.160
C -6.4270 0.8188 -0.7792 -0.179
O -5.6867 0.7228 -2.0138 -0.022
C -5.9169 -0.3328 -2.7769 -0.356
O -6.9231 -1.0344 -2.7656 0.027
H 1.2014 2.1376 0.8198 0.084
H 1.3271 3.4221 2.0353 0.093
H 0.2066 3.5785 0.6649 0.090
H 3.5226 2.9478 1.4236 0.115
H 4.0933 4.4216 0.6260 0.109
H 5.1594 2.9394 -0.7571 0.106
H 3.5448 2.7741 -1.5291 0.117
H 4.6073 1.0590 0.7166 0.112
H 3.1174 0.7738 -0.1983 0.106
H 6.0276 0.5164 -1.1221 0.108
H 4.7676 0.8521 -2.2857 0.106
H 3.8375 -1.3046 -2.1135 0.101
H 5.5573 -1.5232 -1.9791 0.096
H 4.5861 -1.2763 0.7348 0.101
H 5.3418 -2.6304 -0.0865 0.095
H 3.4126 -3.5711 0.5948 0.100
H 3.1068 -3.2006 -1.0946 0.104
H 2.2441 -1.1881 1.0130 0.116
H 1.3729 -2.7060 0.9195 0.121
H 0.9182 -2.3465 -1.4730 0.111
H 1.5369 -0.6777 -1.3276 0.101
H -0.2025 -0.9759 0.8790 0.108
H -0.6065 -0.1076 -0.5703 0.118
H -3.4737 -1.6333 1.1260 0.109
H -2.5304 -0.2417 0.7386 0.073
H -4.5681 0.2236 1.9494 0.113
H -4.2776 1.1937 0.5277 0.118
H -5.9151 -1.1792 -0.1451 0.113
H -6.6916 -0.1575 1.0604 0.115
H -6.2298 1.8287 -0.4222 0.120
H -7.5010 0.7414 -0.9542 0.112
H -5.0929 -0.5142 -3.4747 0.140
O -1.3308 0.1749 2.5617 -0.489
S -1.9853 -0.3445 3.8184 0.191
O -2.4679 0.8034 4.6271 -0.487
O -1.0016 -1.1518 4.5812 -0.485
O -3.1454 -1.1941 3.4010 -0.473
```

=====

3.
Formula: C16H32O13P2
Source: the Open Molecules 2025 dataset
Level of theory: the ωB97M-V functional and the def2-TZVPD basis

Summary:
Frontier orbital gap ... 10.217 eV
SMILES string ... C#CCO[P@@](=O)(O)OCP(=O)(O)O.CCOC(C)=O.CCOC(C)=O.CCOC(C)=O
Total charge ... 0
LUMO level ... 0.01133 Ha

Geometry as XYZ:
```
63
Properties=species:S:1:pos:R:3:lowdin_charge:R:1
C -4.1514 3.1353 1.7558 0.129
C -3.5189 2.1993 1.3604 -0.091
C -2.8581 1.0074 0.8401 -0.203
O -1.4225 1.2008 0.8116 -0.153
P -0.7611 1.4098 -0.6032 0.358
O -0.4803 0.1753 -1.3385 -0.230
O -1.7401 2.3819 -1.4176 -0.090
O 0.5900 2.2215 -0.3022 -0.195
C 0.7749 3.4950 -0.9313 -0.242
P 2.3719 4.2504 -0.4897 0.419
O 2.7026 5.2274 -1.5322 -0.269
O 2.1944 4.9501 0.9512 -0.116
O 3.4708 3.1319 -0.2990 -0.082
H -4.7563 3.8764 2.2154 0.028
H -3.0806 0.1573 1.4780 0.122
H -3.2515 0.7712 -0.1466 0.095
H -1.5099 2.2846 -2.3522 0.096
H 0.0045 4.1975 -0.6161 0.106
H 0.7862 3.4115 -2.0158 0.107
H 1.5368 5.6488 0.8227 0.086
H 3.5899 2.8498 0.6216 0.093
C -5.4932 -0.9936 -5.7225 -0.064
C -5.2599 0.2382 -4.8736 -0.237
O -4.8825 -0.0959 -3.5346 0.005
C -3.6131 -0.3670 -3.1754 -0.516
C -2.5509 -0.5599 -4.2314 0.021
O -3.3564 -0.5067 -2.0119 0.093
H -4.5849 -1.5866 -5.8306 0.068
H -5.8369 -0.7089 -6.7172 0.082
H -6.2478 -1.6297 -5.2605 0.084
H -4.5317 0.9165 -5.3206 0.112
H -6.1877 0.7977 -4.7678 0.123
H -2.4550 -1.6261 -4.4322 0.100
H -1.6072 -0.2036 -3.8221 0.078
H -2.7419 -0.0379 -5.1661 0.070
C -1.7696 -3.0467 1.0884 -0.053
C -1.3144 -2.2758 2.3094 -0.228
O -2.0640 -2.6266 3.4786 0.001
C -1.7580 -3.6809 4.2587 -0.531
C -0.7314 -4.6851 3.7852 0.010
O -2.3523 -3.8276 5.2907 0.104
H -1.6089 -4.1190 1.2066 0.067
H -1.2266 -2.7083 0.2053 0.083
H -2.8357 -2.8913 0.9216 0.084
H -0.2440 -2.3763 2.4910 0.117
H -1.5008 -1.2147 2.1593 0.099
H -1.2535 -5.5114 3.3045 0.094
H -0.2057 -5.0643 4.6577 0.089
H 0.0074 -4.2838 3.0968 0.067
C 6.9523 -1.2999 0.7878 -0.064
C 6.4755 0.1371 0.8030 -0.235
O 5.1878 0.2693 1.4148 -0.009
C 5.0057 0.3838 2.7455 -0.533
C 6.1586 0.1148 3.6838 0.013
O 3.9075 0.6497 3.1497 0.106
H 7.0839 -1.6923 1.7962 0.068
H 7.9047 -1.3770 0.2631 0.082
H 6.2222 -1.9313 0.2821 0.085
H 7.1954 0.8078 1.2745 0.114
H 6.3342 0.4917 -0.2163 0.124
H 6.0956 -0.9193 4.0203 0.097
H 6.0511 0.7690 4.5449 0.092
H 7.1403 0.2884 3.2511 0.069
```

=====

4.
Formula: C16H32O2S
Source: the Open Molecules 2025 dataset
Level of theory: the ωB97M-V functional and the def2-TZVPD basis

Summary:
Frontier orbital gap ... 9.540 eV
SMILES string ... CCCCCCCCCCCCCCSCC(=O)O
Total charge ... 0
LUMO level ... 0.02663 Ha

Geometry as XYZ:
```
51
Properties=species:S:1:pos:R:3:lowdin_charge:R:1
C -6.3346 -3.0909 -0.7229 -0.117
C -6.8173 -1.9701 0.1905 -0.274
C -5.6814 -1.2686 0.9359 -0.235
C -4.7598 -0.4651 0.0209 -0.228
C -3.7023 0.3006 0.8125 -0.226
C -2.7707 1.1000 -0.0957 -0.223
C -1.7070 1.8483 0.7042 -0.221
C -0.8277 2.7600 -0.1527 -0.218
C -0.0210 2.0470 -1.2410 -0.216
C 0.8878 0.9200 -0.7471 -0.217
C 1.9600 1.3939 0.2317 -0.212
C 2.8847 0.2689 0.6966 -0.232
C 3.8165 -0.2445 -0.3985 -0.270
C 4.8171 -1.2581 0.1342 -0.462
S 5.9778 -0.5495 1.3518 0.898
C 7.1649 0.2869 0.2337 -0.360
C 7.9649 -0.8015 -0.4167 -0.627
O 7.6119 -1.4334 -1.3793 0.084
O 9.1070 -1.0417 0.2315 0.102
H -7.1826 -3.6085 -1.1659 0.066
H -5.7483 -3.8140 -0.1597 0.072
H -5.7188 -2.7006 -1.5288 0.062
H -7.5087 -2.3892 0.9258 0.101
H -7.3693 -1.2343 -0.3989 0.104
H -6.1153 -0.5913 1.6762 0.109
H -5.0929 -2.0133 1.4773 0.112
H -4.2601 -1.1351 -0.6808 0.107
H -5.3567 0.2417 -0.5608 0.118
H -3.1121 -0.4060 1.4016 0.118
H -4.1955 0.9796 1.5125 0.115
H -2.2920 0.4173 -0.7999 0.108
H -3.3580 1.8171 -0.6746 0.120
H -1.0845 1.1294 1.2396 0.105
H -2.2051 2.4661 1.4562 0.113
H -1.4645 3.5037 -0.6392 0.109
H -0.1446 3.3020 0.5045 0.101
H 0.5937 2.7945 -1.7496 0.110
H -0.7089 1.6367 -1.9830 0.102
H 0.2871 0.1418 -0.2734 0.107
H 1.3686 0.4743 -1.6206 0.106
H 1.4770 1.8216 1.1115 0.105
H 2.5543 2.1826 -0.2363 0.118
H 3.4986 0.6346 1.5234 0.084
H 2.2833 -0.5610 1.0753 0.117
H 4.3470 0.5984 -0.8483 0.106
H 3.2416 -0.7308 -1.1891 0.110
H 4.3083 -2.0581 0.6711 0.079
H 5.4191 -1.6892 -0.6657 0.065
H 7.7888 0.9141 0.8642 0.083
H 6.6077 0.8719 -0.4944 0.085
H 9.5716 -1.7982 -0.1601 0.134
```

=====

Listing maximum force for the structures above in their given order: 5.68; 1.73; 1.64; 0.70 eV/A.